{
  "formula": "C93H229F3N16O7",
  "method": "ωB97M-V with the def2-TZVPD basis set",
  "homo_lumo_gap_ev": 8.57,
  "e_tot_ha": -5382.7421,
  "e_homo_ev": -7.989,
  "lumo_energy_ev": 0.6,
  "max_force_ev_per_a": 4.179,
  "species": ["N", "H", "H", "H", "H", "N", "H", "H", "H", "H", "N", "H", "H", "H", "H", "O", "C", "C", "O", "H", "H", "H", "H", "C", "O", "O", "C", "F", "F", "F", "C", "C", "H", "H", "H", "H", "H", "H", "C", "C", "C", "C", "C", "C", "N", "O", "C", "C", "C", "H", "H", "H", "H", "H", "H", "H", "H", "H", "H", "H", "H", "H", "H", "H", "H", "H", "H", "H", "C", "C", "C", "C", "C", "C", "N", "O", "C", "C", "C", "H", "H", "H", "H", "H", "H", "H", "H", "H", "H", "H", "H", "H", "H", "H", "H", "H", "H", "H", "C", "C", "C", "C", "C", "C", "N", "O", "C", "C", "C", "H", "H", "H", "H", "H", "H", "H", "H", "H", "H", "H", "H", "H", "H", "H", "H", "H", "H", "H", "C", "C", "N", "C", "C", "C", "C", "H", "H", "H", "H", "H", "H", "H", "H", "H", "H", "H", "H", "H", "H", "H", "C", "C", "N", "C", "C", "C", "C", "H", "H", "H", "H", "H", "H", "H", "H", "H", "H", "H", "H", "H", "H", "H", "C", "C", "N", "C", "C", "C", "C", "H", "H", "H", "H", "H", "H", "H", "H", "H", "H", "H", "H", "H", "H", "H", "C", "C", "N", "C", "C", "C", "C", "H", "H", "H", "H", "H", "H", "H", "H", "H", "H", "H", "H", "H", "H", "H", "C", "C", "N", "C", "C", "C", "C", "H", "H", "H", "H", "H", "H", "H", "H", "H", "H", "H", "H", "H", "H", "H", "C", "C", "N", "C", "C", "C", "C", "H", "H", "H", "H", "H", "H", "H", "H", "H", "H", "H", "H", "H", "H", "H", "C", "C", "N", "C", "C", "C", "C", "H", "H", "H", "H", "H", "H", "H", "H", "H", "H", "H", "H", "H", "H", "H", "C", "C", "N", "C", "C", "C", "C", "H", "H", "H", "H", "H", "H", "H", "H", "H", "H", "H", "H", "H", "H", "H", "C", "C", "N", "C", "C", "C", "C", "H", "H", "H", "H", "H", "H", "H", "H", "H", "H", "H", "H", "H", "H", "H", "C", "C", "N", "C", "C", "C", "C", "H", "H", "H", "H", "H", "H", "H", "H", "H", "H", "H", "H", "H", "H", "H"],
  "positions_angstrom": [[9.276, 15.157, 26.422], [9.951, 15.700, 25.867], [9.759, 14.864, 27.291], [9.167, 13.753, 24.966], [8.468, 15.854, 26.593], [6.422, 14.179, 25.134], [5.610, 14.422, 24.556], [7.352, 12.336, 26.190], [6.873, 14.944, 25.491], [7.103, 13.800, 24.423], [4.800, 15.953, 27.318], [3.788, 16.065, 27.096], [4.871, 15.004, 26.995], [4.678, 15.741, 28.342], [5.992, 16.703, 26.679], [9.145, 13.058, 24.323], [9.633, 11.834, 24.834], [9.164, 11.450, 26.187], [7.735, 11.414, 26.262], [10.706, 11.682, 24.916], [9.245, 11.093, 24.151], [9.707, 12.149, 26.880], [9.546, 10.400, 26.304], [6.570, 18.693, 26.313], [6.486, 19.154, 25.017], [6.826, 17.333, 26.407], [7.667, 19.569, 27.077], [7.732, 19.199, 28.423], [8.910, 19.389, 26.500], [7.254, 20.862, 27.102], [5.467, 18.662, 24.197], [6.095, 17.873, 23.123], [6.959, 18.305, 22.648], [6.450, 16.896, 23.491], [5.366, 17.671, 22.302], [5.069, 19.666, 23.880], [4.678, 18.299, 24.830], [5.639, 18.940, 26.845], [3.840, 21.092, 28.157], [3.421, 22.047, 27.049], [4.011, 21.552, 25.744], [3.440, 22.354, 24.605], [1.977, 22.028, 24.549], [1.153, 22.369, 25.785], [1.970, 21.876, 26.874], [1.355, 22.365, 28.089], [0.870, 23.932, 25.854], [-0.208, 21.648, 25.596], [3.964, 23.447, 27.429], [3.737, 21.372, 29.254], [4.950, 20.987, 28.070], [3.326, 20.133, 28.030], [5.107, 21.536, 25.833], [3.692, 20.573, 25.584], [3.977, 22.122, 23.747], [3.360, 23.385, 24.860], [1.889, 20.986, 24.321], [1.537, 22.533, 23.655], [-0.105, 24.079, 26.357], [1.647, 24.427, 26.441], [0.729, 24.336, 24.826], [-0.946, 21.943, 26.359], [-0.593, 21.950, 24.648], [-0.218, 20.554, 25.598], [5.060, 23.543, 27.246], [3.701, 23.711, 28.463], [3.492, 24.202, 26.822], [0.899, 21.570, 28.433], [6.715, 18.194, 18.148], [5.729, 17.191, 17.701], [4.468, 17.452, 18.523], [3.218, 16.761, 17.974], [3.064, 17.188, 16.540], [4.202, 16.826, 15.622], [5.377, 17.472, 16.279], [6.531, 17.220, 15.472], [4.302, 15.317, 15.376], [4.052, 17.502, 14.223], [6.334, 15.752, 17.960], [7.681, 18.099, 17.631], [7.007, 18.042, 19.171], [6.328, 19.167, 18.036], [4.742, 17.308, 19.557], [4.370, 18.523, 18.393], [2.340, 17.007, 18.566], [3.317, 15.647, 18.052], [2.922, 18.297, 16.408], [2.110, 16.844, 16.142], [4.216, 14.651, 16.266], [3.607, 15.080, 14.606], [5.293, 15.113, 14.945], [3.104, 17.252, 13.763], [4.094, 18.586, 14.333], [4.898, 17.213, 13.611], [5.603, 14.959, 17.830], [6.879, 15.727, 18.865], [7.170, 15.703, 17.256], [6.809, 18.017, 15.072], [9.865, 17.411, 22.520], [10.078, 16.145, 21.767], [10.370, 16.444, 20.250], [11.780, 16.849, 20.064], [12.845, 16.073, 20.762], [12.550, 15.663, 22.151], [11.160, 15.293, 22.260], [10.835, 15.041, 23.572], [13.411, 14.387, 22.481], [13.057, 16.872, 23.082], [8.779, 15.353, 21.842], [8.945, 17.873, 22.100], [10.658, 18.111, 22.382], [9.743, 17.341, 23.614], [10.296, 15.523, 19.708], [9.710, 17.195, 19.784], [11.866, 17.916, 20.349], [11.972, 16.918, 18.986], [13.739, 16.718, 20.781], [13.065, 15.188, 20.138], [14.485, 14.671, 22.233], [13.216, 14.290, 23.574], [13.136, 13.548, 21.868], [12.843, 17.850, 22.596], [12.581, 16.911, 24.062], [14.102, 16.781, 23.284], [7.921, 16.018, 21.485], [8.596, 15.065, 22.913], [8.632, 14.429, 21.212], [10.613, 14.106, 23.595], [1.977, 18.406, 26.032], [0.954, 17.516, 26.708], [1.385, 16.171, 26.893], [1.171, 15.641, 28.249], [1.973, 16.217, 29.375], [0.946, 15.201, 25.866], [1.805, 13.974, 25.752], [2.911, 18.353, 26.558], [1.698, 19.475, 26.171], [2.111, 18.178, 24.965], [0.815, 18.003, 27.667], [-0.005, 17.575, 26.181], [0.073, 15.712, 28.582], [1.371, 14.585, 28.286], [3.014, 15.954, 29.295], [1.860, 17.277, 29.529], [1.758, 15.747, 30.362], [0.972, 15.577, 24.840], [-0.100, 14.798, 26.068], [1.427, 13.342, 24.952], [1.749, 13.353, 26.659], [2.839, 14.285, 25.597], [5.004, 11.016, 22.393], [4.258, 12.102, 21.591], [5.146, 13.200, 21.250], [6.231, 12.832, 20.330], [5.735, 12.224, 18.981], [4.426, 14.372, 20.707], [3.355, 15.001, 21.651], [5.848, 10.602, 21.816], [4.302, 10.232, 22.618], [5.421, 11.466, 23.297], [3.867, 11.594, 20.716], [3.449, 12.495, 22.128], [6.754, 13.794, 20.128], [6.930, 12.113, 20.809], [6.441, 12.179, 18.071], [5.404, 11.222, 19.065], [4.858, 12.671, 18.656], [3.943, 14.131, 19.765], [5.089, 15.189, 20.475], [3.638, 15.171, 22.713], [2.444, 14.384, 21.536], [2.960, 15.885, 21.150], [10.744, 23.766, 16.633], [9.832, 23.428, 17.868], [10.342, 22.271, 18.526], [11.419, 22.566, 19.472], [11.133, 23.594, 20.609], [9.295, 21.599, 19.308], [9.631, 20.165, 19.635], [10.707, 22.844, 16.046], [11.839, 23.947, 16.855], [10.340, 24.664, 16.129], [9.767, 24.332, 18.533], [8.800, 23.259, 17.516], [11.749, 21.649, 19.935], [12.279, 22.962, 18.936], [12.158, 23.947, 20.853], [10.475, 24.397, 20.278], [10.670, 23.174, 21.558], [8.382, 21.642, 18.696], [8.933, 22.083, 20.204], [8.814, 19.689, 20.215], [10.567, 20.019, 20.218], [9.806, 19.709, 18.645], [-1.558, 18.146, 22.975], [-0.388, 17.832, 22.059], [0.163, 18.990, 21.389], [-0.743, 19.397, 20.246], [-1.083, 18.370, 19.167], [1.561, 18.744, 20.912], [2.542, 19.418, 21.797], [-2.056, 17.224, 23.365], [-2.305, 18.721, 22.481], [-1.103, 18.742, 23.772], [0.462, 17.347, 22.598], [-0.681, 17.120, 21.312], [-1.572, 20.025, 20.588], [-0.198, 20.178, 19.697], [-1.906, 17.706, 19.450], [-1.413, 18.868, 18.268], [-0.259, 17.687, 18.977], [1.736, 19.071, 19.876], [1.798, 17.625, 20.931], [2.404, 20.511, 21.838], [3.550, 19.272, 21.368], [2.554, 19.000, 22.842], [12.851, 20.473, 26.307], [13.132, 21.724, 25.456], [12.004, 22.119, 24.637], [11.487, 21.085, 23.817], [12.595, 20.515, 22.931], [10.966, 22.808, 25.396], [11.489, 24.175, 25.873], [12.615, 19.649, 25.586], [12.148, 20.689, 27.061], [13.821, 20.213, 26.784], [13.353, 22.463, 26.208], [14.071, 21.556, 24.858], [11.067, 20.167, 24.408], [10.680, 21.673, 23.331], [13.124, 21.313, 22.438], [13.395, 19.917, 23.455], [12.106, 19.887, 22.161], [10.588, 22.230, 26.259], [10.112, 22.934, 24.704], [12.236, 24.526, 25.126], [11.978, 24.207, 26.846], [10.696, 24.920, 25.854], [6.688, 13.304, 29.447], [6.989, 14.766, 29.723], [5.903, 15.619, 30.208], [5.395, 15.295, 31.583], [6.459, 15.439, 32.623], [6.220, 17.051, 30.149], [5.017, 18.011, 30.002], [7.570, 12.809, 29.049], [5.902, 13.270, 28.647], [6.293, 12.876, 30.359], [7.813, 14.834, 30.485], [7.273, 15.158, 28.731], [4.521, 15.956, 31.756], [4.959, 14.317, 31.543], [5.914, 15.167, 33.517], [7.318, 14.792, 32.352], [6.805, 16.480, 32.745], [6.847, 17.161, 29.270], [6.866, 17.363, 30.936], [4.529, 17.980, 30.955], [4.438, 17.753, 29.109], [5.392, 19.023, 29.743], [7.227, 22.038, 23.412], [7.137, 23.530, 23.873], [6.207, 24.397, 23.181], [6.430, 24.598, 21.759], [7.664, 25.396, 21.258], [5.837, 25.566, 23.973], [4.511, 26.259, 23.587], [7.691, 22.032, 22.400], [6.250, 21.578, 23.339], [7.893, 21.461, 24.055], [6.902, 23.555, 24.939], [8.167, 23.911, 23.734], [6.544, 23.591, 21.329], [5.516, 24.916, 21.262], [7.744, 26.354, 21.720], [8.564, 24.846, 21.506], [7.610, 25.563, 20.215], [6.632, 26.400, 24.112], [5.821, 25.194, 24.996], [3.686, 25.559, 23.509], [4.603, 26.697, 22.591], [4.333, 27.059, 24.252], [12.600, 13.402, 26.934], [12.725, 14.009, 28.291], [12.119, 15.411, 28.360], [12.468, 16.222, 27.209], [13.990, 16.542, 26.996], [12.296, 16.026, 29.623], [11.563, 17.386, 29.821], [13.030, 12.338, 27.050], [13.117, 13.966, 26.229], [11.603, 13.272, 26.538], [12.322, 13.442, 29.101], [13.822, 14.005, 28.530], [11.996, 15.809, 26.323], [11.963, 17.159, 27.287], [14.416, 17.034, 27.847], [14.518, 15.553, 26.781], [14.151, 17.020, 26.025], [13.396, 16.246, 29.828], [12.038, 15.272, 30.373], [11.754, 17.685, 30.828], [10.506, 17.193, 29.695], [11.820, 18.194, 29.114], [9.315, 19.665, 32.096], [9.650, 20.370, 30.774], [10.832, 21.248, 30.903], [11.447, 21.330, 29.520], [12.772, 22.043, 29.420], [10.585, 22.605, 31.327], [9.990, 22.767, 32.739], [8.828, 20.283, 32.879], [10.230, 19.329, 32.532], [8.708, 18.818, 31.902], [9.942, 19.538, 30.104], [8.824, 20.879, 30.356], [11.514, 20.277, 29.127], [10.675, 21.791, 28.903], [13.159, 22.039, 28.442], [12.723, 23.088, 29.786], [13.480, 21.575, 30.070], [9.946, 23.105, 30.558], [11.565, 23.097, 31.342], [9.008, 22.308, 32.878], [9.806, 23.818, 32.983], [10.646, 22.310, 33.477], [4.639, 22.404, 15.917], [3.918, 21.651, 17.028], [3.890, 22.434, 18.271], [2.698, 22.187, 19.072], [1.468, 23.027, 18.620], [5.078, 22.562, 19.094], [5.270, 21.294, 20.039], [5.449, 23.043, 16.165], [3.862, 23.046, 15.464], [5.014, 21.664, 15.176], [2.905, 21.412, 16.719], [4.380, 20.621, 17.143], [2.488, 21.100, 19.046], [3.006, 22.462, 20.110], [1.461, 24.075, 18.848], [1.268, 22.919, 17.559], [0.580, 22.710, 19.197], [4.963, 23.484, 19.695], [5.999, 22.726, 18.514], [5.439, 20.423, 19.404], [4.487, 21.174, 20.764], [6.208, 21.439, 20.575]],
  "atomic_forces_ev_per_a": [[-0.94, 1.22, -0.05], [-0.28, -0.34, 0.33], [-0.54, 0.68, -0.51], [0.15, 1.06, 1.52], [1.79, -1.40, 0.11], [-0.59, -3.26, -2.55], [0.37, 0.24, 0.51], [0.64, -1.21, -0.08], [1.00, 2.68, 0.97], [-0.90, 0.22, 1.00], [-2.23, -0.99, 1.20], [0.51, 0.77, -0.36], [0.74, -0.87, -0.63], [1.09, 0.68, -0.62], [0.83, 1.81, 0.10], [0.50, -1.03, -1.03], [-0.60, -0.67, -0.56], [-0.31, -0.07, 0.30], [0.23, 1.21, 0.53], [0.66, 0.67, -0.61], [0.05, -0.30, -0.43], [-0.95, -0.66, 0.19], [-0.45, 0.92, 0.42], [-0.25, -0.41, 1.03], [2.25, 0.68, 1.37], [-0.16, -0.63, 0.11], [-0.48, -1.47, 0.02], [0.28, 0.36, -2.05], [-1.64, 0.92, 1.17], [1.11, -0.73, -0.41], [-0.20, 3.23, 0.14], [-1.07, -2.21, -1.36], [0.21, 0.79, 0.17], [-0.22, 0.25, 0.01], [0.32, 0.01, 0.49], [-0.24, -1.11, -0.78], [-0.45, -1.19, -0.07], [-0.17, -0.07, 0.17], [1.16, -0.42, 1.35], [0.13, 0.09, 0.52], [1.09, 1.63, 0.59], [-1.18, 0.03, 2.17], [-0.70, 0.14, -2.20], [0.63, 0.96, -1.19], [-1.25, 0.03, 1.81], [-0.42, -0.90, 0.24], [-0.80, -0.99, -0.15], [0.02, 0.06, 1.50], [-0.21, 0.21, -0.17], [-0.45, 0.23, -1.47], [-0.74, -0.33, -0.08], [0.34, -0.04, -0.04], [-0.23, 0.22, -0.26], [-0.39, -2.02, -0.08], [0.69, 0.12, -1.99], [1.25, 1.25, -0.24], [-0.33, -0.97, 0.00], [0.06, -0.20, 0.62], [0.61, 0.06, -0.03], [-0.27, 0.17, -0.41], [0.46, -0.13, 0.70], [0.30, 0.09, -0.16], [-0.34, 0.32, -0.75], [0.59, 0.05, -0.01], [-0.69, -0.33, 0.33], [0.29, -0.26, -0.24], [0.04, 0.37, -0.31], [0.37, 0.68, -0.14], [2.15, -0.36, -0.25], [-0.72, -2.15, -0.19], [0.06, 0.09, -0.75], [0.85, -0.63, 0.67], [-1.59, 1.34, -0.91], [0.59, 0.10, 0.08], [0.52, 0.29, -0.41], [-0.23, -2.06, 0.79], [1.48, -0.11, 0.72], [0.23, 0.18, 1.19], [-0.07, 1.65, -1.83], [-0.33, 0.15, -0.27], [-0.24, -0.08, 0.80], [-0.28, 1.31, -0.26], [-0.29, -0.41, 0.53], [-0.67, 0.50, 0.19], [-0.12, 0.17, 0.02], [-0.01, 0.77, -0.15], [0.35, -0.64, 0.72], [-0.02, -0.58, -0.20], [-0.29, 0.62, -0.65], [-0.84, -0.55, -0.37], [-0.14, 0.02, 0.12], [-0.09, -0.25, -0.14], [-0.04, 0.07, 0.11], [-0.07, -0.20, -0.31], [0.25, -0.15, 0.14], [-0.08, -0.11, 1.50], [-0.36, -0.56, -0.46], [0.06, 1.65, -0.38], [-1.06, 1.27, 0.61], [-0.28, -0.56, -2.19], [-0.14, -0.52, 1.11], [0.39, 2.85, -0.79], [0.82, -0.32, -1.79], [1.22, 0.31, 1.38], [-0.36, -0.05, -1.12], [0.54, -0.27, 1.83], [0.46, 2.49, 0.78], [-1.64, -0.17, -0.55], [-2.04, -0.38, 0.17], [0.58, -0.07, 0.42], [0.69, 0.58, -0.28], [-0.13, -0.43, -0.46], [-0.68, -0.79, -0.26], [-0.04, -0.33, 0.46], [0.04, -0.21, 0.21], [0.23, -0.26, 0.06], [-0.05, -0.55, -0.16], [0.07, 0.13, 0.28], [-1.18, -0.52, 0.68], [0.69, -0.74, -0.75], [-0.37, -0.41, -0.01], [0.29, -0.74, 0.26], [-0.30, -0.24, 0.03], [0.84, -0.06, -0.20], [0.99, -0.61, 0.63], [-0.13, 0.33, -1.11], [0.93, 0.79, 0.58], [-0.35, -0.30, 0.11], [-0.48, 0.90, -0.45], [-0.20, 1.10, -0.17], [0.68, -1.88, 0.26], [-2.18, -0.01, 0.48], [0.56, -0.32, 1.17], [-1.11, -0.46, 0.34], [0.34, -0.50, 1.00], [0.72, -0.41, 0.14], [-0.07, -0.64, -0.44], [0.07, 0.08, 0.25], [-0.34, -0.24, 0.45], [-0.12, -0.05, -0.01], [0.97, 0.04, -0.74], [0.10, -0.50, -0.47], [0.53, 0.33, -0.33], [0.08, 0.50, -0.12], [-0.56, 0.16, -0.72], [-0.28, 0.94, 0.33], [0.69, 0.88, -0.18], [0.23, 0.06, -0.25], [0.23, 0.17, -0.22], [0.11, -0.34, -0.21], [0.23, 0.99, -0.36], [1.90, -1.00, -0.41], [0.00, 0.89, -0.38], [0.34, 0.12, -0.72], [2.21, -0.34, -0.62], [-0.42, 0.12, 1.38], [-0.71, -1.14, -1.03], [-0.43, 0.04, 0.17], [-0.11, -0.45, 0.30], [-0.09, -0.24, 0.09], [-0.43, 0.02, -0.59], [-1.14, 0.42, 0.94], [-0.05, -0.85, 0.11], [-0.36, 0.67, -0.18], [-0.62, 0.50, 1.66], [-0.01, -1.37, 0.56], [-1.55, 1.44, -0.77], [-0.42, -0.07, -0.32], [0.89, -0.04, -0.03], [-0.09, -0.11, -0.83], [0.32, -0.14, 0.89], [0.57, 0.57, 0.30], [-0.04, -0.02, 0.82], [0.78, 1.91, -0.92], [-0.54, -0.83, 2.01], [0.17, 0.89, 0.15], [0.32, -0.82, 0.73], [-0.97, -0.26, -0.77], [0.42, -0.52, -0.28], [0.01, 0.45, -0.48], [-1.30, -0.11, 0.16], [0.26, -0.63, -0.09], [-0.03, -0.60, -0.41], [0.46, -0.13, -0.01], [0.12, -0.36, -0.02], [0.01, -0.06, -0.29], [-0.88, 0.28, 0.25], [0.38, 0.18, 0.09], [0.59, 0.24, -1.19], [0.18, -0.47, -0.13], [0.44, 0.87, 0.70], [0.36, 0.10, -0.52], [-0.61, 0.30, -0.23], [-0.21, -0.46, 0.56], [0.99, -0.75, 0.78], [0.78, -0.65, 0.35], [-0.47, 0.55, -1.76], [1.59, 1.20, -0.17], [-0.79, -0.70, 1.00], [-0.84, -1.44, 0.09], [1.45, 0.33, 1.01], [0.59, 0.69, -0.16], [-0.59, 0.57, -0.47], [-0.60, -0.05, 0.25], [-0.74, 0.32, 0.04], [-0.29, -0.84, -0.50], [-0.37, -0.79, 0.35], [0.37, -0.10, 0.24], [-0.07, 0.08, 0.12], [0.17, 0.15, -0.34], [0.33, 0.23, -0.26], [-0.44, 0.00, 0.20], [-0.42, 1.19, -0.22], [-0.23, -0.37, 0.11], [-0.21, -0.10, 0.30], [-0.13, 0.45, -0.92], [2.25, -0.82, -1.95], [0.57, -0.91, 0.44], [0.61, 0.80, 1.11], [-0.31, -1.29, 0.52], [-0.30, -0.62, -0.45], [0.23, 0.41, 0.11], [0.25, 0.38, -1.01], [-0.20, 0.35, 1.19], [-1.16, -0.25, 0.63], [-0.61, -0.05, -0.03], [0.18, 0.90, -0.22], [-0.98, 0.29, 0.35], [0.05, 1.52, -0.83], [0.18, -1.37, -0.65], [0.15, 0.45, -0.35], [-1.16, 0.44, -0.27], [0.49, 0.13, 0.27], [0.01, -0.08, -0.17], [0.33, 0.12, 0.37], [-0.39, -0.21, 0.42], [-0.16, -0.28, 0.08], [-0.15, 0.01, 0.24], [-1.45, 0.85, -0.44], [0.80, 0.62, 0.21], [-1.59, 0.04, 0.48], [-0.10, 1.04, -2.16], [0.00, 0.08, 0.28], [0.05, -0.22, -2.08], [1.62, -0.22, -0.77], [0.02, -0.17, 0.28], [0.52, -0.23, 0.70], [0.07, -0.72, 0.01], [0.03, -0.04, -1.08], [0.38, 0.36, 0.65], [0.55, -0.14, 0.07], [0.01, -0.80, 0.17], [0.71, -0.34, 0.74], [-0.52, 0.27, 0.79], [-0.11, -0.50, -0.09], [0.01, 0.10, -0.30], [0.44, 0.35, 1.04], [-1.05, 0.43, 0.16], [-0.35, -0.22, 0.62], [-0.08, -0.43, 0.68], [0.33, 1.31, -0.87], [1.04, -0.74, -0.38], [-0.66, 0.54, -0.05], [0.49, -0.99, -0.70], [-0.63, -0.74, 1.57], [0.69, 0.91, 0.59], [1.23, -1.19, -1.25], [-0.33, -0.18, 0.45], [-0.22, -0.21, 0.11], [-0.22, 0.09, 0.13], [0.01, 0.04, -0.05], [0.00, 0.09, 0.43], [0.05, 0.11, 0.18], [-0.14, 0.57, 0.30], [-0.01, 0.83, 0.47], [0.29, -0.10, -0.09], [-0.07, -0.05, -1.24], [-0.64, -1.06, -0.84], [-0.61, -0.02, 0.15], [-0.17, -0.13, 0.37], [0.09, 0.09, -0.05], [-0.46, 0.77, 0.90], [-0.26, -3.10, 1.18], [0.60, 2.45, 0.38], [0.16, -2.04, -1.32], [0.90, 0.46, -0.12], [-0.66, -2.77, -1.36], [1.79, 1.28, 0.77], [-0.06, -1.36, -0.78], [-0.42, 1.56, -0.61], [1.21, 0.63, -1.28], [-0.53, 0.13, 0.22], [-0.78, -0.52, 0.33], [-0.50, 0.45, -0.14], [0.41, -0.38, -0.27], [-0.46, 0.78, 0.33], [0.38, 0.39, 0.19], [-0.36, 1.09, 0.81], [-0.17, 0.69, 0.42], [-0.71, -0.26, -0.14], [-0.35, 0.40, 0.17], [0.05, 0.52, 0.66], [-0.50, 0.13, 0.06], [0.29, -0.56, 0.36], [-0.22, 1.42, 0.36], [1.63, -0.94, 1.28], [0.93, -0.78, -1.44], [-0.93, -1.23, 0.59], [-0.68, 0.90, 1.60], [-0.49, 0.42, 0.48], [-0.43, -0.12, -0.27], [0.14, -0.27, -0.70], [0.73, -0.35, 0.26], [-0.75, -0.87, -0.15], [-0.25, 0.62, 0.09], [-1.20, 0.69, -0.62], [0.23, 1.01, 0.52], [-0.03, 0.39, -0.54], [0.39, 0.02, -1.26], [-0.10, -0.44, -0.50], [0.59, -0.53, 0.40], [0.14, 0.12, 0.40], [-0.41, 0.09, -0.04], [0.11, -0.10, -0.33], [0.44, -0.03, -0.10], [0.13, 0.12, 0.07], [-1.48, -0.93, -1.37], [1.59, -0.57, 1.01], [-0.68, 0.31, -0.81], [0.25, 0.93, 0.29], [-0.40, -1.21, 0.79], [-0.10, -1.01, 0.82], [1.36, 1.48, -1.18], [0.76, 0.37, 0.79], [0.57, -0.14, -0.20], [-0.33, 0.60, 0.19], [-0.22, 0.31, 0.03], [-0.13, 0.77, 0.25], [-0.34, 0.30, 0.24], [-0.78, -0.27, -0.60], [0.91, 0.67, 0.04], [-0.04, -0.14, -0.12], [0.18, -0.38, -0.41], [-0.01, -0.51, -0.12], [-0.37, -0.23, -0.17], [-0.41, -0.13, 0.19], [-0.36, -0.17, 0.09], [0.07, -0.07, 0.24]]
}